Entry 1:
C40H35F5N4O4S4Yb as an isolated structure. Source: OMol25; level of theory: ωB97M-V with the def2-TZVPD basis set.

Structure (XYZ):
```
93
Properties=species:S:1:pos:R:3:mulliken_charge:R:1
Yb 0.8724 -0.1384 -0.5835 0.408
S -1.0744 1.0709 1.3562 -0.185
S -4.3053 -3.5578 -1.2310 -0.115
S -4.7048 -0.4506 0.5715 -0.005
S -1.8642 -1.2679 -0.7650 0.255
F -1.7382 1.3191 5.5840 -0.394
F -4.8311 -1.9807 4.3926 -0.364
F -4.1470 0.2072 5.8691 -0.329
F -0.6029 -2.0152 2.4117 -0.367
F -3.0297 -3.0643 2.6780 -0.364
O 0.9937 -2.4033 -0.2423 -0.536
O 1.9707 3.5490 1.2412 -0.804
O 0.4474 -0.2479 -2.6809 -0.533
O 2.7487 -1.4477 -1.1320 -0.608
N 2.0065 0.3389 1.4140 0.081
N 0.8659 2.4389 -0.5104 0.852
N -0.3382 1.8840 -2.9279 -0.536
N 2.7551 1.1147 -1.8226 0.620
C 5.3556 -7.1388 0.7721 -1.517
C 0.6488 3.5012 -1.3877 0.229
C 2.6215 2.2085 -3.9366 -1.121
C 2.2274 -2.4337 -0.5678 0.245
C 3.2873 -6.0380 -0.1581 -1.051
C -3.6186 -1.4345 4.2612 0.987
C 4.5545 -5.9181 0.4001 0.696
C -0.3346 4.2421 -3.4956 -0.373
C -1.7041 -2.5974 -1.9620 -0.099
C 4.3232 -3.4992 0.3136 1.031
C -5.9389 -1.4351 -0.3081 -0.763
C 0.6174 5.8543 -2.0095 -0.705
C 4.6672 2.2111 -2.6996 -1.009
C 3.0434 -3.6464 -0.2293 0.773
C 0.6180 1.0321 -2.8704 0.065
C -1.4453 -1.4114 3.2543 0.858
C 1.4154 -0.5082 3.6182 -1.308
C 2.1402 -0.5441 2.5091 -0.352
C 5.0495 -4.6455 0.6297 -0.799
C -2.6984 -1.9838 3.3884 -0.013
C 1.1451 -5.1388 -1.0589 -1.273
C 0.2587 0.4376 3.7959 0.393
C -5.4955 -2.2154 -1.5374 -0.504
C -3.0134 -3.2086 -2.4648 -1.079
C -2.8829 -0.0619 -1.6420 -0.306
C 4.0279 1.4705 -1.7183 -0.181
C -3.2694 -0.3275 5.0089 0.254
C 4.9710 -2.1621 0.5861 -1.591
C 2.5152 -4.9265 -0.4638 0.839
C -1.0641 -0.2862 3.9750 -0.686
C -0.0276 5.5635 -3.2023 -0.492
C 1.2076 1.3748 1.6003 -0.961
C 0.0159 3.2153 -2.6312 0.358
C 0.1793 1.4539 2.6521 -0.265
C 1.3803 2.6076 0.7006 0.624
C 2.0657 1.4769 -2.9009 0.896
C 3.9521 2.5763 -3.8305 -0.540
C -2.0090 0.2191 4.8560 0.363
C 0.9494 4.8445 -1.1149 -1.225
C -3.9741 0.5538 -0.7504 -1.318
H 4.2714 -1.3324 0.5681 -0.242
H 5.4765 -2.1860 1.5533 0.449
H 2.8867 -7.0261 -0.3612 0.317
H 1.6326 -1.2028 4.4210 0.359
H -0.2953 6.3532 -3.8939 0.389
H 4.5405 1.1576 -0.8160 0.457
H -1.1085 -2.2537 -2.8113 0.436
H 5.0326 -8.0121 0.2051 0.372
H 1.4502 5.0778 -0.1889 0.528
H 5.7262 -1.9568 -0.1762 0.442
H 1.0298 -6.1786 -1.3672 0.420
H -6.3204 -2.1187 0.4535 0.399
H -3.4659 -2.5852 -3.2353 0.437
H -2.7832 -4.1617 -2.9435 0.505
H -0.8466 3.9801 -4.4145 0.457
H -5.0627 -1.5450 -2.2744 0.117
H 0.0427 2.4683 3.0146 0.634
H 0.8666 6.8802 -1.7639 0.385
H 0.3679 -4.8979 -0.3339 0.148
H 2.0131 2.4952 -4.7831 0.530
H -1.1155 -3.3381 -1.4212 -0.173
H 2.9293 -1.2779 2.3914 0.087
H 6.0378 -4.5304 1.0654 0.408
H -6.3844 -2.6562 -1.9932 0.484
H 6.4195 -6.9856 0.5875 0.373
H -3.3204 -0.5629 -2.5006 0.621
H 0.4043 1.0074 4.7147 0.798
H 4.4217 3.1582 -4.6136 0.415
H -4.7871 0.9218 -1.3811 0.598
H -2.2330 0.7265 -2.0258 -0.207
H -3.5599 1.4158 -0.2271 0.543
H 0.9779 -4.4994 -1.9263 0.286
H -6.7700 -0.7894 -0.6067 0.384
H 5.2371 -7.3719 1.8328 0.279
H 5.7035 2.4936 -2.5737 0.408
```

The value obtained for the orbital gap (alpha / beta) is 6.69 / 6.69 eV. Its net charge is -1. As for the spin multiplicity: 2. Its LUMO energy (alpha / beta) is 0.0834 / 0.0834 Ha. The HOMO energy (alpha / beta) is -4.42 / -4.42 eV. For the maximum force, the calculation gives 0.015 Eh/bohr. Its total energy is -144662.50364 eV.

Entry 2:
C40H36BINO2PRu as an isolated structure. Source: OMol25; level of theory: ωB97M-V with the def2-TZVPD basis set.

Structure (XYZ):
```
83
Properties=species:S:1:pos:R:3:mulliken_charge:R:1
I -0.5250 0.2445 2.4220 -0.393
Ru -0.2368 0.0390 -0.1690 -0.694
P -2.0043 -1.7460 -0.8605 1.325
O 2.4475 1.3937 0.6982 -0.499
O 2.8338 -0.7157 -0.1260 -0.166
N 0.4427 0.3173 -2.0466 1.314
C 4.8361 2.0049 0.9456 -1.946
C -4.1488 -0.0145 -1.6627 -0.304
C -4.8850 -4.1908 1.7891 -0.470
C -5.1073 -4.1044 0.4251 -0.626
C -2.7081 2.1521 -0.5378 -0.230
C -1.5466 -4.0138 -2.4675 -0.502
C -2.7947 -0.2222 -1.1903 0.730
C -0.1948 3.9502 -2.4379 -0.569
C -2.8491 -2.9329 1.5165 -0.384
C 6.3826 0.2389 0.2442 0.373
C 1.8815 -0.0042 -4.0030 -0.446
C -1.4398 -3.9720 -4.8694 -0.507
C -2.1325 0.9277 -0.6341 -0.081
C 1.2719 -0.4871 -2.8408 0.001
C 3.7984 1.1730 0.6191 1.049
C -1.3146 -4.6662 -3.6704 -0.648
C 2.9187 -2.1494 -4.3927 -0.746
C -4.0456 2.3339 -1.0069 -0.939
C 1.5303 -1.8016 -2.4512 -0.127
C -4.7222 1.2383 -1.5549 -0.479
C -3.7460 -3.6035 2.3311 -0.577
C 7.9894 -1.6276 0.7231 -1.652
C -0.7987 1.5692 -3.7271 0.293
C -4.2010 -3.4414 -0.3955 -0.419
C 4.0317 -0.0963 0.1214 0.257
C -1.0125 3.9627 -3.5576 -0.608
C 6.1343 1.5132 0.7486 -0.143
C -2.0399 -1.9865 -3.6482 -0.306
C -1.8075 -2.6359 -4.8562 -0.696
C -3.0561 -2.8472 0.1373 0.688
C 7.9970 -0.5053 -1.5088 -1.610
C 2.6881 -0.8326 -4.7703 -0.733
C 0.3198 2.7517 -1.9587 -0.508
C -1.3088 2.7654 -4.2011 -0.995
C -1.9066 -2.6695 -2.4465 0.118
C 0.0101 1.5588 -2.5971 -0.290
C 2.3376 -2.6200 -3.2205 -1.066
C 5.2933 -0.5886 -0.0782 -1.016
C 8.8721 0.6777 0.4910 -2.198
C 7.7978 -0.2895 -0.0026 2.304
B 1.8417 0.2120 0.2194 0.158
H -4.7070 -0.8349 -2.1020 0.322
H 3.5438 -2.7947 -4.9964 0.448
H 8.7766 0.8813 1.5595 0.442
H 0.9485 2.7316 -1.0769 0.387
H -1.0445 0.6311 -4.2088 0.441
H 8.8366 1.6306 -0.0405 0.418
H 7.2589 -1.1994 -1.9127 0.342
H 4.6629 2.9984 1.3364 0.456
H 5.4267 -1.5833 -0.4830 0.446
H -1.2463 -4.4744 -5.8096 0.364
H 1.7228 1.0217 -4.3072 0.477
H 2.5040 -3.6414 -2.8995 0.461
H -2.3190 -0.9392 -3.6198 0.405
H 7.3226 -2.3978 0.3336 0.315
H -1.0293 -5.7113 -3.6740 0.379
H -4.5266 3.3014 -0.9434 0.367
H -1.9772 -2.4564 1.9484 0.037
H 1.0909 -2.1751 -1.5355 0.342
H 7.7907 -1.5248 1.7918 0.367
H -2.1532 2.9894 -0.1276 0.476
H 6.9635 2.1582 1.0014 0.426
H -1.4378 -4.5527 -1.5316 0.391
H 9.8580 0.2397 0.3190 0.434
H -1.9613 2.7597 -5.0654 0.394
H -1.4252 4.8946 -3.9225 0.351
H -4.3818 -3.3991 -1.4637 0.358
H 9.0160 -1.9808 0.5953 0.454
H -5.5930 -4.7051 2.4267 0.357
H -3.5570 -3.6639 3.3961 0.393
H 8.9915 -0.9150 -1.7066 0.424
H -5.7378 1.3740 -1.9154 0.356
H 3.1428 -0.4358 -5.6701 0.389
H -5.9924 -4.5522 -0.0113 0.369
H 0.0400 4.8734 -1.9225 0.400
H -1.9089 -2.0898 -5.7863 0.408
H 7.8982 0.4367 -2.0518 0.366
```

The calculation puts the energy above the lowest of the compared OMol25 structures with the same formula, charge and spin at 0.00 kJ/mol. The value obtained for the orbital gap (alpha / beta) is 3.41 / 6.50 eV. Its net charge is -1. As for the spin multiplicity: 6. Its LUMO energy (alpha / beta) is 0.0842 / 0.0576 Ha. The HOMO energy (alpha / beta) is -1.12 / -4.94 eV. For the maximum force, the calculation gives 0.010 Eh/bohr. Its total energy is -68298.50780 eV.

Entry 3:
C40H36MnN5O2PS2 as an isolated structure in a non-equilibrium geometry. Source: OMol25; level of theory: ωB97M-V with the def2-TZVPD basis set.

Structure (XYZ):
```
87
Properties=species:S:1:pos:R:3:mulliken_charge:R:1
Mn -1.2082 0.6538 1.4834 0.739
S 2.0666 1.8458 -1.6435 -0.692
S -2.2067 -2.0557 3.1304 -0.393
P -1.1836 -0.6608 -0.7603 1.787
O -2.6657 1.4465 2.7622 -0.547
O 0.2120 -0.4105 2.5806 -0.527
N 0.0160 2.3106 2.5981 0.645
N 0.4334 -1.6385 3.0035 0.230
N 4.0022 0.1959 -2.6776 0.222
N 3.5468 2.2572 -3.9665 -0.655
N 0.6554 3.7217 4.1344 -0.092
C -1.5541 2.6371 4.5140 0.451
C -0.8565 -2.4897 -3.6168 -1.654
C 3.0298 -0.9409 -2.9613 -0.477
C 1.1427 -4.1362 3.9176 -0.008
C -2.2934 -4.2632 -2.6281 -0.768
C 1.2562 2.8078 2.2549 -0.726
C -2.7574 -2.8815 -0.3020 -1.256
C -3.8348 2.2246 6.0824 -0.355
C 3.0525 1.2277 -3.0968 0.836
C 4.8092 2.4492 -3.9318 1.051
C 0.9038 0.4654 -2.3807 -0.841
C 2.1280 -3.2054 3.5813 -0.746
C -3.1161 -4.8239 -1.6569 -0.611
C -2.2486 0.4729 -1.7233 0.438
C -4.0295 2.3075 -2.8395 -0.548
C -1.6390 3.1238 5.8209 -0.708
C 0.4423 -0.6544 -1.5388 -0.018
C 1.9948 0.1425 -3.4229 -0.388
C -3.3611 -4.1210 -0.4874 -0.834
C -0.5932 -2.5133 3.3141 0.492
C -4.0136 0.9939 -3.3068 -0.907
C -3.1758 2.7045 -1.8259 -0.922
C -1.3689 2.1780 -0.1386 -1.482
C -2.7528 2.9396 6.6184 -0.824
C 5.3355 3.6679 -4.6354 -1.266
C -2.2541 1.8112 -1.2345 1.256
C -1.6872 -3.0149 -2.4623 1.378
C -0.1695 -3.7936 3.7845 -0.950
C -3.1280 0.0875 -2.7344 -0.577
C -3.7844 1.7283 4.8023 -0.631
C -0.3314 2.8657 3.7343 0.061
C 5.7681 1.5328 -3.3298 -1.276
C 1.3763 -1.6561 -1.2148 1.577
C 2.5975 -1.8141 -1.8512 -1.505
C -1.9108 -2.3133 -1.2574 0.759
C 5.2924 0.3546 -2.8366 0.093
C 1.6721 3.6930 3.1964 -0.768
C -2.6497 1.9043 3.9500 0.284
C 1.7288 -1.9780 3.1305 -0.322
C 1.0187 -2.7206 -0.1942 -1.804
H 2.5670 4.2901 3.2891 0.432
H 2.4056 -1.1882 2.8409 0.388
H 0.0833 1.0202 -2.8278 0.874
H -2.1198 -4.8046 -3.5556 0.373
H 5.7518 4.3601 -3.8986 0.283
H -3.2030 3.7289 -1.4643 0.392
H 3.2589 -2.6306 -1.5656 0.280
H -0.9578 -4.4890 4.0352 0.382
H 1.9051 -3.0059 0.3753 0.646
H 0.2593 -2.3803 0.5118 -0.250
H 0.6191 4.3098 4.9411 0.172
H -2.9276 -2.3395 0.6229 0.111
H 0.2110 -2.6830 -3.4597 0.277
H 4.5191 4.1648 -5.1578 0.336
H -0.3215 2.0643 -0.4312 -0.037
H -0.7937 3.6573 6.2479 0.205
H -2.7790 3.3213 7.6321 0.350
H 6.1322 3.4150 -5.3418 0.313
H -4.6099 1.1592 4.3867 0.393
H 6.8293 1.7270 -3.3976 0.309
H 3.4282 -1.5278 -3.7903 0.371
H 5.9332 -0.4733 -2.5467 0.422
H -3.1564 -0.9457 -3.0623 0.223
H 1.6364 0.0327 -4.4438 0.341
H 0.6269 -3.6172 -0.6830 0.154
H -4.6992 0.6735 -4.0828 0.403
H -3.5673 -5.7967 -1.8239 0.337
H -4.7216 3.0244 -3.2715 0.335
H 3.1844 -3.4269 3.6623 0.383
H -0.9669 -1.4139 -3.7374 0.160
H 1.7555 2.4925 1.3475 0.260
H -4.0076 -4.5314 0.2831 0.422
H 1.4160 -5.1234 4.2756 0.344
H -1.5098 3.2008 0.2062 0.534
H -4.7194 2.0550 6.6885 0.355
H -1.1694 -2.9854 -4.5427 0.509
```

The calculation puts the energy above the lowest of the compared OMol25 structures with the same formula, charge and spin at 359.51 kJ/mol. The value obtained for the orbital gap (alpha / beta) is 4.86 / 5.07 eV. Its net charge is -2. As for the spin multiplicity: 6. Its LUMO energy (alpha / beta) is 0.1630 / 0.1628 Ha. The HOMO energy (alpha / beta) is -0.43 / -0.64 eV. For the maximum force, the calculation gives 0.022 Eh/bohr. Its total energy is -115888.75229 eV.

Entry 4:
C40H36MnN6O3S3 as an isolated structure in a non-equilibrium geometry. Source: OMol25; level of theory: ωB97M-V with the def2-TZVPD basis set.

Structure (XYZ):
```
89
Properties=species:S:1:pos:R:3:mulliken_charge:R:1
Mn -2.3781 -0.0045 2.1249 0.019
S 0.9983 -0.0887 1.6447 1.662
S 0.9789 -0.0528 -1.1606 1.133
S -1.8642 0.1351 -1.0896 1.716
O -3.1133 0.8350 6.0140 -0.714
O -3.2693 -1.7701 2.2102 -0.698
O -3.6081 -3.5324 3.5182 -0.709
N -2.4197 0.2983 0.2748 -0.171
N -0.3674 0.7272 -1.3791 -0.111
N -2.6143 -0.1438 3.9956 0.421
N -3.2407 2.1241 2.7445 -0.490
N -0.3844 0.0128 2.1470 -0.274
N 1.2574 -0.8025 0.1879 -0.008
C -2.8574 -1.4688 4.5249 -0.499
C -2.2681 1.4001 -3.5359 -0.079
C 1.6801 -3.0480 -4.4777 -0.737
C 3.5413 0.8392 -1.1829 -1.074
C -1.4874 -4.1728 -2.5542 -0.755
C -4.0290 1.6088 -1.8988 -0.643
C 1.7938 1.5378 1.5653 0.112
C 1.6779 -2.5805 2.5034 -0.570
C -4.2582 2.6378 -4.0564 -0.581
C 0.9021 2.5973 1.4846 -0.486
C 1.9226 -3.4235 -3.1588 -0.722
C 2.7510 4.1205 1.3921 -0.707
C -4.7613 2.3704 -2.7891 -0.752
C 2.2016 -3.5005 3.3947 -0.786
C 1.8663 2.4329 -1.9343 -0.334
C -1.3090 -3.8581 -1.2123 -0.690
C 1.6891 -2.5487 -2.1225 -0.316
C -3.0108 2.1525 -4.4265 -0.845
C 3.6349 3.0597 1.4836 -1.014
C -2.8248 0.8835 4.8248 0.433
C 1.3775 3.8891 1.3934 -0.804
C 1.1943 -1.2707 -2.4065 0.863
C -1.7755 -1.5713 -1.7011 0.363
C -3.2928 -2.3735 3.3408 0.350
C 1.9537 -1.2306 2.6705 0.444
C 4.5233 1.7737 -1.4152 -0.796
C 4.1927 3.0399 -1.8920 -0.669
C -2.7858 1.1206 -2.2769 0.159
C 3.1674 1.7573 1.5728 0.063
C -1.4647 -2.5540 -0.7767 -0.118
C -1.8427 -3.1869 -3.4592 -0.618
C 0.9778 -0.8777 -3.7336 -0.894
C 2.9957 -3.0690 4.4467 -0.558
C 2.2016 1.1781 -1.4173 0.846
C 1.2084 -1.7658 -4.7562 -0.679
C 2.8611 3.3549 -2.1569 -0.731
C -1.9878 -1.8771 -3.0337 -0.282
C -2.6866 2.2420 4.1021 -0.276
C 3.2832 -1.7214 4.5985 -0.846
C 2.7498 -0.7943 3.7164 -0.265
H 0.6496 0.1327 -3.9270 0.032
H 1.0574 -2.8855 1.6777 0.333
H -5.7252 2.7597 -2.4996 0.445
H 2.9528 0.2603 3.8420 0.479
H 3.7739 -0.1525 -0.8233 0.426
H 1.0337 -1.4664 -5.7789 0.443
H -4.3838 1.3817 -0.9048 0.415
H -1.6223 2.4852 4.0247 0.116
H 2.6040 4.3346 -2.5308 0.444
H 1.8710 -2.8109 -1.0924 0.447
H -2.0111 -3.4306 -4.4974 0.450
H -3.6364 -1.4477 5.2972 0.431
H -1.9494 -1.8935 4.9713 0.256
H -1.2845 1.0477 -3.7963 0.292
H -3.0501 2.9695 2.2076 0.210
H -1.3687 -5.1919 -2.8950 0.394
H -2.2748 -1.1056 -3.7275 0.421
H -3.1949 3.0170 4.6893 0.385
H -0.1588 2.3676 1.4972 0.145
H -4.2546 2.0216 2.8127 0.218
H 1.8724 -3.7378 -5.2857 0.393
H 3.8542 0.9296 1.6462 0.696
H 5.5555 1.5242 -1.2172 0.437
H 0.8265 2.6495 -2.1216 0.481
H 0.6888 4.7184 1.3210 0.462
H -1.0610 -4.6373 -0.5079 0.506
H 3.1248 5.1307 1.3309 0.409
H 3.3828 -3.7830 5.1569 0.398
H 1.9816 -4.5491 3.2741 0.447
H 2.2989 -4.4147 -2.9483 0.458
H 4.9669 3.7722 -2.0591 0.409
H -4.8350 3.2255 -4.7550 0.405
H 4.6995 3.2443 1.4761 0.439
H 3.9135 -1.3870 5.4122 0.417
H -2.6155 2.3672 -5.4087 0.446
H -1.3632 -2.2824 0.2668 0.131
```

The calculation puts the energy above the lowest of the compared OMol25 structures with the same formula, charge and spin at 83.55 kJ/mol. The value obtained for the orbital gap (alpha / beta) is 4.02 / 8.36 eV. As for the spin multiplicity: 6. Its LUMO energy (alpha / beta) is -0.0118 / 0.0003 Ha. The HOMO energy (alpha / beta) is -4.34 / -8.35 eV. For the maximum force, the calculation gives 0.046 Eh/bohr. Its total energy is -120966.41732 eV.